Below is a molecular structure, C28H27N5O2S2SbSr in a non-equilibrium geometry, with properties calculated with the ωB97M-V functional and the def2-TZVPD basis.

Properties
- Net charge: +1
- Energy relative to the best compared isomer or geometry (same formula, charge and spin): 0.0 kJ/mol
- E_tot: -2574.69148 Eh
- HOMO-LUMO gap: 6.95 eV

Last column: Mulliken charge in e.
Positions of all 66 atoms, in Å:
Sr1 0.390 -0.203 0.488  1.624
C1 3.331 2.409 0.899  -1.239
C2 2.038 2.993 0.423  0.519
C3 1.968 4.184 -0.292  -0.618
C4 0.749 4.630 -0.760  -0.641
C5 -0.394 3.886 -0.494  -0.840
C6 -0.256 2.712 0.234  0.602
N1 0.932 2.286 0.682  -0.238
Sb1 -2.160 1.784 0.681  0.929
C7 -1.853 0.725 2.548  0.121
C8 -2.761 1.161 3.503  -0.796
C9 -2.788 0.530 4.741  -0.572
C10 -1.923 -0.515 4.968  -0.649
C11 -1.029 -0.902 3.971  0.609
C12 -0.067 -2.023 4.212  -1.342
N2 -0.989 -0.280 2.788  0.279
C13 -2.344 0.189 -0.773  0.446
C14 -3.255 0.494 -1.774  -0.859
C15 -3.514 -0.474 -2.738  -0.574
C16 -2.863 -1.687 -2.667  -0.631
C17 -1.952 -1.923 -1.643  0.603
C18 -1.167 -3.193 -1.534  -1.317
N3 -1.717 -0.992 -0.710  -0.134
H1 4.167 3.079 0.716  0.395
H2 3.529 1.469 0.377  0.181
H3 3.279 2.196 1.968  0.303
H4 2.872 4.744 -0.488  0.396
H5 0.690 5.549 -1.328  0.434
H6 -1.365 4.215 -0.838  0.445
H7 -3.444 1.971 3.284  0.417
H8 -3.484 0.846 5.507  0.426
H9 -1.929 -1.042 5.913  0.436
H10 -0.451 -2.707 4.967  0.439
H11 0.887 -1.632 4.571  0.190
H12 0.129 -2.585 3.301  0.293
H13 -3.749 1.456 -1.801  0.427
H14 -4.213 -0.279 -3.540  0.429
H15 -3.038 -2.452 -3.411  0.412
H16 -1.318 -3.831 -2.401  0.399
H17 -1.464 -3.746 -0.641  0.291
H18 -0.100 -2.974 -1.458  0.214
O1 0.923 0.792 -4.030  -0.722
C19 1.921 -0.035 -4.416  0.313
C20 2.258 -0.040 -5.770  -0.652
C21 3.267 -0.860 -6.230  -0.286
C22 3.962 -1.693 -5.354  -0.836
C23 3.629 -1.688 -4.017  -0.412
C24 2.611 -0.866 -3.522  -0.096
C25 2.277 -0.886 -2.076  0.876
O2 1.327 -0.096 -1.664  -0.399
N4 2.955 -1.682 -1.297  -0.767
N5 2.529 -1.572 0.041  0.464
C26 3.423 -1.997 0.845  -0.320
S1 3.199 -1.902 2.586  -0.070
C27 4.483 -3.125 2.962  -0.666
C28 5.626 -2.870 2.000  -0.597
S2 4.959 -2.686 0.323  -0.027
H19 0.848 0.667 -3.057  0.235
H20 1.711 0.612 -6.438  0.459
H21 3.520 -0.854 -7.283  0.384
H22 4.753 -2.334 -5.720  0.418
H23 4.153 -2.323 -3.315  0.490
H24 4.068 -4.123 2.835  0.306
H25 4.773 -2.979 4.001  0.397
H26 6.317 -3.712 1.990  0.395
H27 6.171 -1.967 2.273  0.304

Below is 2 unconnected molecules or ions with the total composition CH3BrNO2S in a non-equilibrium geometry, with properties calculated with the ωB97M-V functional and the def2-TZVPD basis.

Properties
- Net charge: -1
- Energy relative to the best compared isomer or geometry (same formula, charge and spin): 0.0 kJ/mol
- E_tot: -3217.31954 Eh
- HOMO-LUMO gap (spin up / spin down): 6.92 / 3.92 eV
- Multiplicity: 3

Last column: Mulliken charge in e.
Positions of all 9 atoms, in Å:
C1 0.453 0.864 0.138  -0.218
N1 -0.213 -0.107 0.747  -0.299
O1 -0.641 0.023 -2.108  -0.518
O2 0.915 1.944 -2.304  -0.481
S1 0.628 0.640 -1.693  0.723
Br1 -1.629 -3.413 2.806  -0.968
H1 1.368 1.198 0.622  0.335
H2 0.115 -0.640 1.544  0.192
H3 -0.995 -0.508 0.248  0.234

Below is a molecular structure, C25H24Cl2N8O4STi in a non-equilibrium geometry, with properties calculated with the ωB97M-V functional and the def2-TZVPD basis.

Properties
- Net charge: +2
- Energy relative to the best compared isomer or geometry (same formula, charge and spin): 99.6 kJ/mol
- E_tot: -3873.65289 Eh
- HOMO-LUMO gap: 5.15 eV

Last column: Mulliken charge in e.
Positions of all 65 atoms, in Å:
Ti1 -2.165 0.564 -0.172  -0.513
N1 -2.215 -2.007 1.569  -0.230
N2 -2.553 -1.520 2.836  -0.364
C1 -2.952 -0.259 2.986  0.585
N3 -3.109 0.243 4.194  -0.352
N4 -3.228 0.401 1.820  -0.105
N5 -3.195 1.740 1.801  1.322
O1 -3.227 2.144 0.590  -0.384
O2 -3.052 2.479 2.729  -0.675
H1 -2.629 -2.925 1.454  0.355
H2 -1.202 -2.078 1.504  0.300
H3 -2.356 -2.079 3.656  0.192
H4 -2.924 -0.310 5.018  0.219
H5 -3.367 1.210 4.317  0.196
S1 -2.638 1.625 -2.261  -0.313
C2 -4.037 0.609 -2.073  0.630
C3 -5.179 0.585 -2.871  -0.767
C4 -6.205 -0.255 -2.502  -0.152
C5 -6.097 -1.040 -1.345  -1.027
C6 -4.950 -0.964 -0.601  -0.078
N6 -3.927 -0.170 -0.980  0.386
H6 -5.239 1.221 -3.742  0.472
H7 -7.105 -0.302 -3.100  0.434
H8 -6.901 -1.691 -1.036  0.441
H9 -4.807 -1.533 0.306  0.446
C7 0.122 -2.727 -3.060  0.050
C8 0.615 -1.443 -2.894  -1.614
C9 -0.054 -0.570 -2.062  -0.241
N7 -1.169 -0.920 -1.396  0.623
C10 -1.645 -2.165 -1.565  0.002
C11 -1.031 -3.092 -2.380  -1.243
H10 0.622 -3.430 -3.713  0.479
H11 1.507 -1.109 -3.405  0.837
H12 0.297 0.444 -1.924  0.822
H13 -2.560 -2.408 -1.043  0.438
H14 -1.459 -4.079 -2.485  0.476
Cl1 5.266 0.768 2.525  -0.181
C12 5.302 -0.408 1.256  1.007
C13 6.418 -1.215 1.122  -0.649
C14 6.435 -2.223 0.171  -0.507
C15 5.333 -2.429 -0.642  -0.739
C16 4.240 -1.594 -0.511  0.891
Cl2 2.845 -1.859 -1.534  -0.129
C17 4.191 -0.554 0.418  -1.058
N8 3.051 0.251 0.548  0.374
C18 3.114 1.655 0.337  0.474
C19 4.143 2.247 -0.388  -0.214
C20 4.158 3.617 -0.585  -0.789
C21 3.139 4.413 -0.079  -0.766
C22 2.111 3.826 0.638  -0.793
C23 2.099 2.456 0.864  0.480
C24 1.019 1.808 1.689  -1.042
C25 -0.084 1.246 0.867  1.300
O3 -0.541 1.814 -0.172  -0.521
O4 -0.693 0.150 1.172  -0.566
H15 7.259 -1.061 1.783  0.453
H16 7.304 -2.858 0.073  0.395
H17 5.320 -3.220 -1.378  0.436
H18 2.248 -0.186 0.124  -0.315
H19 4.933 1.628 -0.794  0.539
H20 4.968 4.065 -1.145  0.426
H21 3.152 5.483 -0.236  0.426
H22 1.320 4.442 1.050  0.442
H23 0.543 2.545 2.348  0.591
H24 1.420 1.007 2.313  0.389

Below is 2 unconnected molecules or ions with the total composition C5H8N in a non-equilibrium geometry, with properties calculated with the ωB97M-V functional and the def2-TZVPD basis.

Properties
- Net charge: +1
- Energy relative to the best compared isomer or geometry (same formula, charge and spin): 733.0 kJ/mol
- E_tot: -249.54596 Eh
- HOMO-LUMO gap: 8.75 eV

Last column: Mulliken charge in e.
Positions of all 14 atoms, in Å:
C1 -1.212 1.004 -1.202  -0.069
C2 -2.042 0.102 -1.556  -0.135
C3 1.810 0.774 1.264  -0.502
C4 1.433 -0.421 1.366  -0.079
C5 -0.425 -0.987 0.248  -0.876
N1 -0.613 -0.291 -0.951  -0.073
H1 -0.708 2.011 -1.236  0.342
H2 -2.834 -0.464 -2.135  0.335
H3 2.611 1.039 1.945  0.257
H4 1.386 1.597 0.773  0.233
H5 1.483 -1.312 1.991  0.352
H6 -1.004 -0.607 1.084  0.433
H7 0.074 -1.949 0.162  0.419
H8 0.043 -0.495 -1.753  0.362

Below is 6 unconnected molecules or ions with the total composition C17H23ClFNO18S2 in a non-equilibrium geometry, with properties calculated with the ωB97M-V functional and the def2-TZVPD basis.

Properties
- E_tot: -3427.01070 Eh
- HOMO-LUMO gap: 8.11 eV
- Structure (SMILES): O=C(Cl)CN(S)S(=O)(=O)F.O=C1OCCO1.O=C1OCCO1.O=C1OCCO1.O=C1OCCO1.O=C1OCCO1

Last column: Mulliken charge in e.
Positions of all 63 atoms, in Å:
O1 0.165 -2.361 1.965  -0.503
C1 0.996 -2.526 1.032  0.364
Cl1 1.356 -4.242 0.554  -0.140
C2 1.661 -1.211 0.421  -0.226
N1 1.082 -0.700 -0.862  0.096
S1 2.227 -0.646 -2.182  -0.108
S2 -0.411 -1.406 -1.309  0.989
O2 -0.285 -2.822 -1.846  -0.509
O3 -0.920 -0.580 -2.477  -0.565
F1 -1.594 -1.264 -0.122  -0.151
H1 1.615 -0.368 1.199  0.013
H2 2.783 -1.402 0.257  0.437
H3 3.332 0.000 -1.602  0.245
C3 3.985 -0.291 -6.132  -0.226
C4 5.219 0.468 -6.511  -0.355
O4 5.514 1.207 -5.332  -0.322
C5 4.945 0.543 -4.291  0.655
O5 5.140 0.802 -3.135  -0.560
O6 4.128 -0.451 -4.725  -0.259
H4 3.922 -1.260 -6.629  0.289
H5 3.069 0.271 -6.332  0.209
H6 6.063 -0.190 -6.737  0.292
H7 5.054 1.136 -7.357  0.301
C6 4.895 2.552 3.123  -0.348
C7 3.839 1.877 3.945  -0.306
O7 3.200 1.023 3.005  -0.276
C8 4.093 0.785 2.008  0.597
O8 3.936 -0.029 1.141  -0.470
O9 5.185 1.585 2.121  -0.315
H8 5.787 2.790 3.703  0.300
H9 4.531 3.463 2.639  0.252
H10 4.260 1.266 4.748  0.272
H11 3.128 2.585 4.373  0.284
C9 -3.943 -2.148 2.790  -0.339
C10 -2.708 -2.230 3.633  -0.021
O10 -2.979 -1.316 4.690  -0.335
C11 -4.330 -1.202 4.783  0.607
O11 -4.902 -0.643 5.675  -0.538
O12 -4.952 -1.807 3.734  -0.221
H12 -4.175 -3.093 2.297  0.352
H13 -3.884 -1.359 2.035  0.255
H14 -2.556 -3.226 4.058  0.211
H15 -1.811 -1.937 3.087  0.074
C12 2.901 5.071 -4.464  -0.311
C13 1.830 4.380 -3.676  -0.282
O13 1.217 3.536 -4.641  -0.298
C14 2.134 3.315 -5.620  0.676
O14 2.002 2.514 -6.501  -0.573
O15 3.220 4.120 -5.471  -0.315
H16 3.779 5.306 -3.860  0.296
H17 2.544 5.987 -4.943  0.271
H18 2.236 3.760 -2.871  0.227
H19 1.106 5.078 -3.254  0.302
C15 -7.900 -2.311 4.007  0.008
C16 -9.187 -1.624 4.348  -0.266
O16 -10.161 -2.427 3.694  -0.321
C17 -9.619 -3.665 3.534  0.637
O17 -10.230 -4.628 3.169  -0.537
O18 -8.293 -3.667 3.843  -0.320
H20 -7.154 -2.215 4.796  0.114
H21 -7.470 -1.952 3.068  0.146
H22 -9.390 -1.627 5.423  0.258
H23 -9.221 -0.597 3.984  0.286

Below is 3 unconnected molecules or ions with the total composition C30H35F6NO9S in a non-equilibrium geometry, with properties calculated with the ωB97M-V functional and the def2-TZVPD basis.

Properties
- E_tot: -2892.63383 Eh
- HOMO-LUMO gap: 6.99 eV
- Structure (SMILES): CCOc1cc(CCCS)c2c(c1)C(=O)c1cc(OC[C@@H](C)O)c(N)cc1C2=O.CCOC(=O)C(F)(F)F.CCOC(=O)C(F)(F)F

Last column: Mulliken charge in e.
Positions of all 82 atoms, in Å:
C1 0.409 -4.160 3.197  -0.927
C2 0.351 -3.362 1.758  -0.042
O1 -0.436 -4.055 0.712  -0.431
C3 -0.783 -2.966 -0.256  0.337
C4 -2.298 -2.770 -0.908  -0.675
C5 -2.695 -1.535 -1.944  0.552
C6 -4.179 -1.282 -2.594  -0.155
C7 -5.254 -2.500 -2.371  -0.490
C8 -6.703 -1.953 -3.000  -0.577
S1 -7.490 -0.586 -1.990  -0.233
C9 -1.511 -0.454 -2.342  -0.209
C10 0.046 -0.621 -1.762  0.567
C11 0.375 -1.862 -0.743  -0.387
C12 1.178 0.520 -2.223  0.127
O2 2.454 0.233 -2.515  -0.536
C13 0.595 2.087 -2.242  0.303
C14 1.520 3.328 -1.701  -0.362
C15 0.854 4.841 -1.705  0.117
O3 1.697 5.938 -1.205  -0.416
C16 2.001 5.804 0.228  -0.377
C17 0.734 6.270 1.165  0.367
C18 -0.109 4.899 1.555  -0.770
O4 1.305 6.960 2.364  -0.537
C19 -0.715 5.036 -2.250  0.139
N1 -1.409 6.381 -2.244  -0.539
C20 -1.620 3.756 -2.832  -0.549
C21 -0.963 2.253 -2.829  0.267
C22 -1.758 0.871 -3.333  0.068
O5 -2.492 0.835 -4.456  -0.528
H1 -0.636 -4.431 3.649  0.295
H2 1.139 -5.092 3.097  0.277
H3 0.966 -3.422 3.952  0.207
H4 1.484 -3.274 1.393  0.095
H5 -0.069 -2.273 2.010  0.243
H6 -3.200 -3.502 -0.633  0.126
H7 -4.054 -1.159 -3.770  0.318
H8 -4.560 -0.246 -2.183  0.126
H9 -4.953 -3.411 -3.081  0.286
H10 -5.424 -2.817 -1.257  0.301
H11 -7.475 -2.830 -3.168  0.349
H12 -6.439 -1.525 -4.066  0.307
H13 -6.589 0.506 -1.809  0.139
H14 1.499 -1.935 -0.348  0.112
H15 2.631 3.116 -1.324  0.304
H16 2.324 4.733 0.571  0.169
H17 2.940 6.509 0.435  0.303
H18 0.111 7.042 0.535  0.051
H19 0.032 4.552 2.665  0.336
H20 -1.269 5.023 1.344  0.202
H21 0.233 3.976 0.882  0.113
H22 1.393 6.215 3.033  0.337
H23 -1.120 6.995 -3.036  0.286
H24 -1.244 6.818 -1.310  0.255
H25 -2.714 3.944 -3.234  0.311
C23 3.298 -3.491 -4.448  -1.174
C24 4.071 -2.961 -3.253  -0.007
O6 4.117 -3.940 -2.204  -0.252
C25 5.047 -4.936 -2.349  0.333
O7 5.809 -5.025 -3.308  -0.528
C26 5.023 -5.877 -1.146  0.845
F1 3.758 -6.245 -0.791  -0.233
F2 5.577 -5.306 -0.038  -0.241
F3 5.707 -7.035 -1.361  -0.244
H26 2.301 -3.824 -4.143  0.293
H27 3.196 -2.720 -5.216  0.373
H28 3.799 -4.357 -4.891  0.370
H29 3.558 -2.082 -2.848  0.168
H30 5.083 -2.642 -3.534  0.321
C27 -0.094 0.400 7.906  -1.092
C28 -0.967 0.740 6.712  -0.216
O8 -0.162 1.000 5.552  -0.285
C29 0.303 -0.101 4.883  0.312
O9 0.074 -1.258 5.227  -0.513
C30 1.101 0.314 3.648  0.945
F4 1.991 1.315 3.908  -0.255
F5 0.295 0.775 2.649  -0.251
F6 1.826 -0.707 3.112  -0.228
H31 0.645 1.189 8.079  0.308
H32 -0.700 0.278 8.808  0.365
H33 0.465 -0.526 7.738  0.310
H34 -1.530 1.657 6.921  0.315
H35 -1.701 -0.049 6.508  0.311